DFT (wB97M-V/def2-TZVPD) results for an isolated molecule of C5H9NO in a non-equilibrium geometry.

Last column: Löwdin charge in e.
Atoms and positions in Å:
C (1.452, 0.287, 0.397)  -0.29
C (-0.017, 0.477, 0.283)  -0.43
C (-0.784, 0.972, 1.457)  -0.03
C (-0.528, 0.986, -1.067)  -0.01
C (0.488, -1.937, -0.610)  -0.12
N (0.555, -0.978, 0.407)  0.01
O (2.578, 0.619, 0.391)  0.15
H (-1.401, 1.878, 1.335)  0.09
H (-0.206, 1.035, 2.283)  0.04
H (-1.676, 0.332, 1.703)  0.11
H (-0.467, 1.965, -0.995)  0.02
H (-1.575, 0.472, -1.164)  0.13
H (0.221, 0.593, -1.917)  0.13
H (1.105, -2.729, -0.222)  0.09
H (-0.436, -2.418, -0.758)  0.07
H (0.692, -1.553, -1.521)  0.04

Output
2S+1: 1
frontier orbital gap: 9.7 eV
E_tot: -8865.3248 eV
structure (SMILES): CN1C(=O)C1(C)C
HOMO level: -8.86 eV
LUMO: 0.8 eV
ΔE to the lowest compared entry with this formula, charge and spin: 89.7 kcal/mol